1.
Entry from the Open Molecules 2025 dataset: a cluster of 6 separate species, C23H46NO9PS in total (ωB97M-V/def2-TZVPD).

Each line ends with the Mulliken charge.
Element x y z (Å)
C1 4.107 0.137 -5.306  0.26
O1 7.841 -1.456 -6.204  -0.54
C2 -8.835 -2.020 6.477  0.39
O2 -0.691 4.622 0.901  -0.54
H1 1.225 2.804 0.711  0.23
H2 8.859 -3.218 -4.463  0.35
H3 0.858 -1.277 2.096  0.33
H4 -4.333 -0.699 4.199  0.31
S1 3.714 2.502 -1.399  -0.38
H5 -1.222 -0.820 3.381  0.27
C3 -2.857 4.447 -1.914  0.23
C4 -1.572 3.991 -2.727  -0.02
H6 -2.263 3.482 -4.894  0.38
H7 2.574 0.698 -4.229  0.33
H8 4.951 0.644 -5.782  0.20
H9 2.519 -0.600 3.855  0.41
H10 10.422 -0.497 -4.275  0.37
C5 4.622 -0.853 -4.274  -1.09
H11 2.387 -1.032 -5.916  0.35
H12 -10.172 -3.556 5.735  0.34
H13 -5.073 -1.699 2.958  0.33
H14 0.143 1.471 2.170  0.34
H15 8.823 -2.128 -3.060  0.36
H16 -8.272 -1.808 7.390  0.24
O3 -7.887 -2.195 5.425  -0.47
H17 2.020 1.094 3.655  0.29
H18 5.240 -1.623 -4.741  0.24
H19 9.976 0.096 -5.889  0.34
C6 -9.740 -0.842 6.150  -1.29
O4 0.246 0.629 1.704  -0.54
H20 7.930 -0.296 -4.529  0.25
H21 -8.971 -4.140 6.877  0.32
H22 0.096 -1.247 4.490  0.39
H23 3.842 -1.316 -6.894  0.39
H24 3.792 -1.340 -3.752  0.45
H25 -3.517 -2.722 5.394  0.24
H26 8.309 -2.207 -6.594  0.34
P1 2.397 3.845 -0.819  0.73
C7 0.975 3.735 -2.047  0.52
C8 -1.378 3.519 -4.180  -0.49
C9 -4.434 -4.159 4.083  -1.27
H27 -8.375 -2.383 4.612  0.29
O5 3.200 5.355 -0.958  -0.50
O6 -4.035 4.267 -2.293  -0.55
C10 9.918 -0.758 -5.209  -1.43
H28 -2.895 -2.708 2.624  0.32
H29 3.063 5.865 -0.125  0.33
C11 0.095 3.150 -4.593  -0.53
H30 2.891 0.171 -7.094  0.33
H31 -4.702 -4.270 3.027  0.35
H32 2.804 0.256 2.325  0.33
C12 1.238 3.260 -3.521  -0.66
H33 -10.360 -3.203 7.467  0.38
C13 -0.251 -0.504 3.768  -1.15
C14 -9.635 -3.301 6.655  -1.28
N1 -2.473 5.086 -0.625  -0.29
H34 -10.469 -0.672 6.947  0.38
O7 -2.639 -2.646 3.555  -0.51
C15 -3.818 -2.794 4.346  0.41
H35 5.216 -0.340 -3.513  0.29
C16 3.264 -0.555 -6.365  -1.36
C17 8.468 -1.144 -4.961  0.56
H36 -10.281 -1.014 5.214  0.34
H37 -5.332 -4.309 4.688  0.33
O8 1.997 3.440 0.795  -0.38
H38 10.465 -1.579 -5.684  0.36
H39 0.332 2.800 -5.661  0.37
H40 -5.700 -1.752 4.620  0.18
H41 -9.151 0.068 6.014  0.32
C18 0.746 -0.332 2.634  0.31
O9 3.324 1.137 -4.654  -0.42
C19 -4.792 -1.675 4.016  -0.99
H42 7.319 -2.615 -3.869  0.29
H43 -3.127 4.782 0.126  0.33
H44 2.290 2.968 -3.890  0.48
C20 -1.108 4.609 -0.276  0.40
C21 8.365 -2.342 -4.029  -1.23
H45 -3.719 -4.954 4.313  0.33
C22 2.101 0.125 3.152  -1.30
C23 -0.472 4.102 -1.637  0.40
H46 -0.413 0.444 4.293  0.33

Force components x, y, z for each atom (eV/Å):
C -0.358 -0.501 0.188
O -0.282 0.163 -0.095
C -0.552 -0.114 -0.436
O -1.050 -0.199 -4.192
H 1.062 0.800 0.298
H 0.107 0.110 0.002
H -0.095 0.192 -0.155
H -0.005 -0.095 0.041
S -0.861 0.827 0.177
H 0.183 -0.074 0.103
C -2.086 -0.603 -1.733
C 2.180 -0.031 1.240
H 1.417 0.029 1.119
H 0.219 0.000 0.021
H -0.143 0.127 0.115
H -0.026 0.073 -0.020
H 0.003 -0.033 -0.075
C 0.282 -0.008 0.145
H 0.118 -0.058 0.080
H -0.044 0.142 0.042
H -0.007 -0.140 0.031
H -0.067 -0.274 0.150
H -0.023 -0.056 -0.056
H 0.140 -0.034 -0.196
O 0.273 0.000 0.071
H -0.098 -0.089 0.067
H -0.043 0.054 0.005
H -0.046 -0.032 0.113
C 0.070 0.289 0.100
O -0.088 0.232 -0.523
H -0.093 -0.072 -0.208
H -0.037 0.108 0.046
H -0.075 0.046 -0.040
H -0.061 0.035 0.034
H -0.030 -0.001 -0.126
H 0.182 0.020 -0.153
H -0.062 0.143 0.102
P 2.978 -1.870 -0.471
C -3.309 0.434 -1.582
C 3.208 0.412 2.779
C 0.052 -0.267 0.209
H 0.057 0.039 0.164
O -2.506 -1.655 1.875
O 3.873 0.831 1.578
C 0.088 0.299 -0.038
H -0.014 -0.005 0.185
H 0.117 -0.183 -0.720
C -1.133 1.280 3.898
H 0.108 -0.041 0.030
H -0.066 0.128 0.045
H -0.052 -0.064 0.057
C -2.915 0.646 0.125
H 0.019 -0.032 -0.075
C -0.244 -0.083 -0.131
C 0.089 -0.221 0.204
N 1.104 -3.008 -0.884
H 0.017 0.001 -0.082
O 0.233 -0.078 0.114
C -0.435 -0.028 -0.641
H -0.022 -0.006 -0.101
C -0.006 0.080 -0.294
C 0.452 -0.530 -0.093
H -0.033 -0.117 0.094
H 0.029 0.015 -0.069
O -1.110 1.023 -2.908
H -0.059 -0.056 0.130
H -0.345 0.624 1.984
H 0.067 0.026 -0.093
H -0.029 -0.086 0.085
C 0.127 0.422 0.732
O -0.062 0.295 -0.166
C -0.070 0.247 0.247
H 0.084 0.093 0.032
H 0.426 0.738 -0.689
H -1.733 0.573 1.020
C -0.196 0.234 1.039
C -0.220 -0.023 0.203
H -0.052 0.088 0.044
C 0.290 -0.080 -0.220
C 0.981 -1.077 -3.911
H 0.205 0.009 0.011

Output
Total charge: 0
Electronic energy, eV: -64635.85035

2.
Entry from the Open Molecules 2025 dataset: a cluster of 6 separate species, C23H47N7O5 in total (ωB97M-V/def2-TZVPD).

Each line ends with the Mulliken charge.
Element x y z (Å)
H1 1.294 -5.758 -4.037  0.33
H2 3.619 -3.496 -2.226  0.29
O1 1.732 -5.474 -2.072  -0.59
C1 -6.020 2.416 0.853  -0.97
C2 5.749 2.796 0.482  0.28
H3 -5.326 1.636 1.171  0.24
H4 -1.554 -4.357 1.866  0.31
C3 -2.753 -0.937 -0.896  -0.46
C4 5.607 1.647 1.363  -0.65
H5 1.567 -2.676 -5.220  0.34
H6 -1.823 3.913 1.517  0.05
H7 5.073 2.000 2.229  0.30
O2 -2.806 -3.756 0.379  -0.69
C5 3.542 0.165 1.499  -0.88
H8 -2.167 1.510 -1.155  0.42
C6 4.829 0.438 0.702  2.22
H9 1.535 -0.460 1.332  0.40
H10 -7.029 2.004 0.877  0.33
H11 6.587 1.332 1.680  0.36
H12 2.034 -2.754 -1.982  0.22
C7 2.777 -3.025 -2.734  -0.99
H13 3.664 -0.642 2.209  0.36
H14 -2.632 7.672 3.029  0.39
H15 1.979 0.669 0.087  0.49
C8 6.059 -1.425 1.963  -1.38
C9 -1.861 -4.402 0.808  0.09
C10 -2.684 7.119 2.095  -0.95
O3 -5.989 0.761 -1.326  -0.62
H16 3.161 -3.422 -5.466  0.33
H17 0.952 -5.647 0.148  0.32
H18 -5.954 3.261 1.534  0.38
C11 -1.436 -0.703 1.172  0.08
C12 -5.349 4.243 -0.726  -0.65
N1 6.101 3.781 -0.026  -0.50
C13 -5.717 1.938 -1.479  0.07
H19 -2.261 -0.910 -1.873  0.31
N2 -1.089 -5.205 0.071  0.18
H20 0.107 -5.731 1.707  0.30
H21 -6.189 4.880 -0.432  0.32
N3 -2.211 5.759 2.302  0.07
H22 -0.615 1.401 -0.293  0.18
H23 7.089 -1.752 1.994  0.39
C14 1.717 -5.124 -3.239  0.04
H24 -2.587 5.464 4.338  0.34
H25 -0.933 5.980 3.942  0.34
H26 -1.316 -4.358 -1.824  0.24
H27 1.687 -4.386 -5.674  0.30
H28 -5.129 4.409 -1.778  0.30
O4 -2.559 5.204 0.130  -0.71
H29 3.244 1.021 2.087  0.48
H30 -5.452 2.358 -2.464  0.32
H31 -3.713 7.104 1.737  0.28
H32 -1.695 -1.756 1.308  0.32
H33 -1.448 4.316 3.611  0.30
H34 -2.069 7.614 1.344  0.30
H35 -0.126 -7.011 0.501  0.32
H36 6.725 -0.379 0.246  0.52
H37 -2.873 -1.986 -0.594  0.17
H38 5.440 -1.471 -0.121  0.39
C15 0.028 -5.940 0.641  -0.87
C16 2.149 -3.591 -5.093  -0.92
H39 3.116 -2.131 -3.248  0.45
H40 -3.735 -0.468 -0.972  0.11
H41 -2.390 -5.722 -1.483  0.33
C17 -1.689 1.226 -0.221  -0.93
C18 -2.198 4.917 1.258  0.52
N4 2.195 -3.955 -3.690  0.19
N5 -1.948 -0.176 0.055  0.29
O5 -0.744 -0.087 1.973  -0.67
H42 -0.664 -6.010 -1.808  0.42
H43 2.531 -0.999 -0.045  0.23
C19 -1.769 5.355 3.623  -0.92
H44 5.973 -0.691 2.754  0.36
C20 -1.378 -5.337 -1.348  -1.00
H45 5.453 -2.297 2.156  0.37
C21 5.781 -0.760 0.617  -0.91
N6 -5.694 2.849 -0.495  0.17
C22 2.326 -0.188 0.644  -1.35
H46 -2.081 1.841 0.590  0.23
H47 -4.466 4.504 -0.136  0.13
C23 4.484 0.813 -0.669  -0.98
N7 4.216 1.041 -1.779  -0.54

Force components x, y, z for each atom (eV/Å):
H 0.005 0.006 -0.012
H 0.013 0.049 0.041
O 0.067 -0.015 0.073
C 0.025 -0.143 -0.156
C 1.602 2.132 -0.415
H -0.048 -0.011 0.071
H -0.021 -0.024 0.016
C -0.011 0.014 0.046
C -0.803 -0.461 -0.600
H 0.013 -0.004 -0.096
H 0.017 0.008 0.025
H -0.177 0.008 0.413
O 0.040 -0.268 0.085
C -0.883 -0.307 -0.515
H -0.038 -0.036 -0.012
C 0.216 0.710 0.585
H -0.294 -0.201 -0.099
H 0.015 -0.025 0.081
H 0.420 -0.041 0.058
H 0.042 0.046 0.028
C -0.080 -0.163 0.048
H 0.457 -0.191 0.173
H 0.021 -0.040 0.044
H -0.056 0.236 -0.306
C 0.401 0.266 -0.321
C -0.070 0.090 0.133
C 0.020 -0.141 -0.168
O 0.001 -0.116 0.027
H -0.036 0.016 -0.090
H 0.036 -0.078 0.005
H 0.019 0.050 -0.038
C 0.061 -0.034 0.086
C -0.051 -0.138 0.440
N -0.937 -1.607 0.515
C 0.053 -0.017 -0.116
H -0.095 0.000 -0.035
N 0.180 -0.150 -0.005
H -0.087 0.023 0.012
H 0.039 0.055 -0.080
N 0.003 0.021 0.190
H -0.020 0.093 -0.008
H 0.282 -0.220 -0.049
C -0.012 -0.047 -0.078
H 0.056 -0.040 0.073
H 0.013 -0.053 0.082
H -0.021 -0.040 -0.091
H -0.013 -0.040 0.035
H 0.016 -0.054 -0.020
O 0.169 0.110 0.102
H 0.164 0.406 0.139
H -0.016 0.031 0.001
H 0.000 0.080 -0.004
H -0.083 -0.150 -0.001
H -0.008 -0.017 -0.049
H -0.045 0.061 0.003
H 0.069 -0.020 0.049
H 0.191 0.115 -0.331
H 0.125 0.542 0.067
H -0.256 -0.266 -0.155
C -0.021 0.029 -0.171
C 0.085 0.129 0.200
H -0.016 0.013 -0.046
H -0.076 -0.113 -0.156
H -0.007 0.053 -0.050
C 0.073 -0.109 0.147
C 0.150 -0.153 -0.072
N 0.019 0.079 -0.127
N -0.063 -0.009 -0.240
O -0.005 0.091 0.058
H 0.093 -0.009 0.089
H -0.012 -0.235 -0.138
C -0.084 0.211 -0.097
H -0.232 -0.024 0.411
C -0.234 0.062 0.094
H -0.397 -0.030 0.182
C 0.296 -0.182 0.252
N 0.001 0.218 -0.032
C 0.101 -0.044 0.547
H 0.013 0.058 -0.054
H -0.279 0.071 -0.302
C -0.538 0.245 -2.192
N 0.450 -0.360 1.801

Output
Relative energy (zero: lowest compared OMol25 entry of this formula, charge and spin), eV: 0.000
Total charge: 0